<one>
C4H7NO3 | ωB97M-V with the def2-TZVPD basis set

Geometry as XYZ:
```
15
Properties=species:S:1:pos:R:3:nbo_charge:R:1
N 1.59678 -0.59938 -1.56700 -0.802
C 0.50693 -0.10947 -0.85904 -0.071
C -0.75564 -0.03545 -1.37489 0.138
O -1.76402 0.80563 -1.02196 -0.659
C 0.61481 0.16404 0.57772 0.513
O 1.46034 0.88900 1.08866 -0.543
C -0.53383 -0.51181 1.47096 -0.166
O -0.87498 0.29267 2.58754 -0.718
H 1.65472 -0.24524 -2.51859 0.383
H 2.47911 -0.46027 -1.07429 0.391
H -1.01570 -0.51285 -2.31543 0.178
H -1.46235 1.43769 -0.34559 0.484
H -0.07971 -1.44289 1.82351 0.192
H -1.47237 -0.78597 0.98753 0.201
H -0.35410 1.11430 2.54085 0.479
```

Multiplicity: 1
LUMO, eV: 0.079
HOMO energy, eV: -8.3
Frontier orbital gap, eV: 8.330

***

<two>
C4H7NO3 | ωB97M-V with the def2-TZVPD basis set

Geometry as XYZ:
```
15
Properties=species:S:1:pos:R:3:nbo_charge:R:1
C 0.39595 -0.33901 -1.62098 -0.598
C 0.02228 0.00280 -0.38581 0.485
O 0.82780 0.34766 0.60607 -0.503
C 2.22695 -0.07845 0.38262 -0.261
N -1.30610 0.20473 0.09499 -0.166
O -2.30787 -0.12017 -0.81425 -0.529
C -1.80990 0.37939 1.39750 0.487
O -3.04005 0.38116 1.57124 -0.615
H -0.10656 -0.26219 -2.54704 0.238
H 1.44932 -0.54567 -1.84640 0.209
H 2.58436 0.31260 -0.53637 0.197
H 2.67483 0.38534 1.22712 0.200
H 2.43469 -1.13136 0.59381 0.198
H -3.05395 0.01417 -0.24370 0.490
H -0.99174 0.44900 2.12120 0.168
```

Multiplicity: 1
LUMO, eV: 0.727
HOMO energy, eV: -8.7
Frontier orbital gap, eV: 9.407

***

From most stable to least stable, the computed energies give <one>, <two>.

***

<one>
C4H7NO3 | ωB97M-V with the def2-TZVPD basis set

Geometry as XYZ:
```
15
Properties=species:S:1:pos:R:3:nbo_charge:R:1
C 0.76524 -0.72934 0.64004 -0.254
C 0.94247 0.74439 0.33381 -0.588
C 0.83643 1.15107 -1.08107 0.475
C -1.63834 -0.39345 0.74602 0.480
H -0.85282 -1.23497 -1.82039 0.500
H 0.83292 -0.59579 1.64795 0.241
H 1.41184 -1.39601 -0.01563 0.247
H 0.12923 1.35004 0.88103 0.323
H 1.82813 1.31145 0.84234 0.255
H 0.58717 2.48528 -1.38254 0.105
H -2.66543 -0.77868 0.48410 0.155
N -0.64593 -0.92252 0.03200 -0.144
O -0.84850 -1.88837 -0.91473 -0.516
O 0.75015 0.37429 -2.05336 -0.600
O -1.43257 0.52260 1.66043 -0.678
```

Multiplicity: 1
LUMO, eV: 0.711
HOMO energy, eV: -9.8
Frontier orbital gap, eV: 10.532

***

<two>
C4H7NO3 | ωB97M-V with the def2-TZVPD basis set

Geometry as XYZ:
```
15
Properties=species:S:1:pos:R:3:nbo_charge:R:1
C 1.84156 0.45415 -1.04720 -0.469
C 0.58767 0.56024 -0.62275 0.364
C -0.13643 1.82250 -0.29964 -0.690
O -0.37994 -0.67669 -0.92495 -0.529
C -0.78636 -1.10205 0.25768 0.743
O -1.39853 -2.29537 0.28215 -0.670
N -0.28532 -0.54154 1.31609 -0.294
O -0.84248 -1.03546 2.52019 -0.563
H 2.40113 1.34790 -1.30145 0.222
H 2.25425 -0.48507 -1.39243 0.221
H -1.21771 1.66893 -0.29304 0.237
H 0.15350 2.19456 0.68651 0.247
H 0.10449 2.58950 -1.04192 0.225
H -1.63551 -2.50932 -0.63407 0.501
H -0.66032 -1.99228 2.49482 0.454
```

Multiplicity: 1
LUMO, eV: 0.528
HOMO energy, eV: -9.1
Frontier orbital gap, eV: 9.616

***

From most stable to least stable, the computed energies give <two>, <one>.

***

<one>
C3H12N4 | ωB97M-V with the def2-TZVPD basis set

Geometry as XYZ:
```
19
Properties=species:S:1:pos:R:3:nbo_charge:R:1
C -0.29933 -2.17779 0.47038 -0.516
C 0.26665 -0.99316 0.76487 0.042
N 1.24701 -0.36760 -0.07653 -0.650
C 2.31892 0.41613 0.54533 -0.407
H -0.21168 -2.62543 -0.51313 0.190
H -0.80708 -2.74831 1.23775 0.214
H 0.17118 -0.51899 1.73740 0.209
H 1.58589 -1.00381 -0.79646 0.389
H 2.94920 -0.21946 1.16998 0.190
H 1.86654 1.21633 1.13490 0.218
H 2.92102 0.88833 -0.23407 0.209
N -2.07250 0.43424 -1.36526 -0.697
N -1.01693 0.77011 -0.49610 -0.439
N -1.28447 1.98298 0.18321 -0.674
H -1.72038 -0.06350 -2.18230 0.338
H -2.67987 -0.25401 -0.90056 0.326
H 0.21449 0.50284 -0.65962 0.410
H -1.18331 2.74681 -0.48560 0.311
H -2.26536 2.01429 0.46580 0.336
```

Multiplicity: 1
LUMO, eV: 0.973
HOMO energy, eV: -6.8
Frontier orbital gap, eV: 7.728

***

<two>
C3H12N4 | ωB97M-V with the def2-TZVPD basis set

Geometry as XYZ:
```
19
Properties=species:S:1:pos:R:3:nbo_charge:R:1
C -1.28547 -1.26072 0.58822 -0.333
C -0.22935 -1.31366 -1.50623 -0.428
C -2.16621 1.54408 -0.13022 -0.450
N 2.59827 -0.19059 0.31395 -0.702
N 1.90851 0.80460 1.18307 -0.667
N -0.97147 -0.56332 -0.47596 -0.023
N -1.22166 0.69906 -0.77581 -0.401
H -1.09703 -2.25900 0.51273 0.193
H 1.94516 1.72467 0.76562 0.344
H -2.02729 -0.73692 1.14190 0.193
H -0.66936 -2.17345 -1.79462 0.204
H -0.16690 -0.62390 -2.29140 0.233
H 0.84026 -1.39607 -1.23872 0.242
H -2.03944 1.50616 1.02242 0.158
H -2.18770 2.58886 -0.45055 0.218
H -3.18984 1.24165 -0.21547 0.188
H 3.23119 0.24939 -0.36474 0.336
H 3.29643 -0.69313 0.84785 0.340
H 0.98970 0.43020 1.03823 0.353
```

Multiplicity: 1
LUMO, eV: 1.109
HOMO energy, eV: -7.6
Frontier orbital gap, eV: 8.667

***

From most stable to least stable, the computed energies give <one>, <two>.

***

<one>
C2H10N2O2 | ωB97M-V with the def2-TZVPD basis set

Geometry as XYZ:
```
16
Properties=species:S:1:pos:R:3:nbo_charge:R:1
N -2.43178 0.65254 -0.42957 -0.894
C -1.66499 0.36810 -1.59786 0.100
O -1.71298 -0.94820 -2.03089 -0.722
H -3.24127 1.30482 -0.39847 0.397
H -2.37350 -0.02832 0.25672 0.364
H -2.09468 0.90482 -2.51722 0.161
H -0.57346 0.57418 -1.46050 0.135
H -2.18284 -1.41363 -1.28532 0.460
N 1.31696 -0.75940 1.98121 -0.819
C 1.87234 0.08321 0.94538 0.084
O 3.32051 0.25126 0.86732 -0.755
H 1.91543 -0.70817 2.79013 0.359
H 1.48837 -1.70814 1.70044 0.346
H 1.46272 -0.33603 -0.05276 0.157
H 1.29200 1.11563 1.20315 0.147
H 3.60718 0.64733 0.02824 0.480
```

Multiplicity: 1
LUMO, eV: 0.867
HOMO energy, eV: -9.3
Frontier orbital gap, eV: 10.161

***

<two>
C2H10N2O2 | ωB97M-V with the def2-TZVPD basis set

Geometry as XYZ:
```
16
Properties=species:S:1:pos:R:3:nbo_charge:R:1
H 1.41634 -1.05368 1.06773 0.356
N 1.10238 -0.30446 0.46302 -0.769
C -0.07388 0.17956 0.65749 0.300
N -0.47052 1.22474 -0.11805 -0.612
C -1.81544 1.52270 -0.49789 -0.430
H -0.89768 -0.25326 1.24056 0.153
H 0.25855 1.66146 -0.67390 0.392
H -2.23865 2.16576 0.28051 0.195
H -1.96242 2.07099 -1.43891 0.224
H -2.49964 0.66522 -0.72113 0.199
O 2.65315 0.71451 -1.97349 -0.959
H 1.86662 0.73991 -1.38909 0.477
H 3.07579 -0.14112 -1.82700 0.472
O 0.07078 -3.28726 1.91167 -0.929
H -0.85980 -3.03654 1.92158 0.464
H 0.37440 -2.86854 1.09689 0.465
```

Multiplicity: 1
LUMO, eV: 0.597
HOMO energy, eV: -9.4
Frontier orbital gap, eV: 9.967

***

<three>
C2H10N2O2 | ωB97M-V with the def2-TZVPD basis set

Geometry as XYZ:
```
16
Properties=species:S:1:pos:R:3:nbo_charge:R:1
H 1.93644 -3.93280 1.99032 0.326
N 2.15059 -3.00242 1.73103 -0.622
C 1.06827 -2.59646 1.19769 0.275
N 0.91780 -1.33758 0.57618 -0.683
C 1.01044 -1.38821 -0.86172 -0.418
H 0.27140 -3.23265 1.23734 0.141
H 1.41429 -0.52451 0.95588 0.390
H 1.35253 -0.25102 -1.13306 0.200
H -0.07644 -1.41996 -1.27157 0.193
H 1.70556 -2.10709 -1.33837 0.199
O -7.08111 0.49243 -1.06699 -0.973
H -7.13555 -0.25163 -1.66685 0.484
H -6.51651 0.40502 -0.23804 0.489
O 3.02563 6.76193 -0.17016 -0.939
H 2.24673 6.32636 0.25484 0.470
H 3.70993 6.05859 -0.19653 0.469
```

Multiplicity: 1
LUMO, eV: 0.822
HOMO energy, eV: -9.4
Frontier orbital gap, eV: 10.197

***

From most stable to least stable, the computed energies give <two>, <one>, <three>.